1.
This record from the OMol25 dataset describes a molecular structure, C29H40NO2P2SiW. The level of theory is ωB97M-V/def2-TZVPD.

Each line ends with the Löwdin spin population.
Geometry (Å):
1 C 0.1232 -4.4505 -2.7155  -0.0039
2 C -0.1901 -3.2464 -2.0952  0.0292
3 N 0.7659 -2.3289 -1.8026  0.0457
4 C 2.0528 -2.7465 -1.8896  0.0380
5 C 2.4246 -3.9081 -2.5499  -0.0029
6 C 1.4405 -4.7922 -2.9660  0.0304
7 C -1.5979 -2.8501 -1.8875  0.0036
8 P -1.7890 -1.2238 -1.0433  0.0654
9 W 0.4099 -0.2604 -1.3371  1.1835
10 P 2.5474 -0.5402 -0.2744  0.0872
11 C 3.1399 -1.8324 -1.4317  0.0152
12 O -2.1226 -5.4415 1.1529  0.0001
13 O 0.7083 -3.0968 1.7587  0.0080
14 H -0.6978 -5.0632 -3.0990  -0.0006
15 H 3.4899 -4.1387 -2.6256  -0.0005
16 H 1.7036 -5.6971 -3.5006  0.0019
17 C -2.7505 -0.4701 -2.3723  0.0145
18 C -3.1558 -1.5736 0.1836  0.0221
19 H 3.9420 -2.3947 -0.9148  0.0004
20 H 3.6423 -1.3364 -2.2819  0.0022
21 H -2.1446 -3.6219 -1.3563  0.0007
22 H -2.1801 -2.8507 -2.8429  0.0003
23 C 3.5792 0.9671 -0.5437  0.0230
24 C 3.1565 -1.1435 1.3529  0.0168
25 H 0.0853 -3.8531 1.4844  -0.0001
26 H 0.4106 -2.5988 2.5749  -0.0002
27 H -1.5948 -4.9053 1.7518  0.0000
28 H -1.4742 -5.9211 0.5860  0.0000
29 H 0.7208 0.4828 -2.8492  0.0586
30 H 0.4263 0.2556 0.2702  0.0489
31 H -3.6509 -1.0758 -2.5060  0.0017
32 H -3.0506 0.5430 -2.1227  0.0013
33 H -2.1734 -0.4519 -3.2933  0.0028
34 H -4.0693 -1.8609 -0.3609  0.0024
35 H -2.9354 -2.3715 0.9106  0.0000
36 H -3.4413 -0.6800 0.7516  0.0001
37 H 4.2459 -1.3003 1.3613  0.0014
38 H 2.9263 -0.4346 2.1577  0.0005
39 H 2.6776 -2.0976 1.5956  0.0000
40 H 4.6515 0.7203 -0.4329  0.0023
41 H 3.3652 1.3786 -1.5422  0.0030
42 H 3.2894 1.7183 0.2090  0.0002
43 C 0.7527 0.7730 4.9904  -0.0003
44 C -0.2094 -0.0046 4.3346  0.0005
45 C -0.4854 0.2211 2.9772  0.0013
46 C 0.1656 1.2442 2.2558  -0.0002
47 C 1.2448 1.8866 2.8883  -0.0005
48 C 1.4971 1.7000 4.2571  0.0005
49 Si -0.3229 1.5637 0.3888  0.1125
50 C -2.0659 2.2367 0.5297  0.0073
51 C -3.0019 1.6963 1.4213  0.0030
52 C -4.3304 2.1203 1.4080  0.0000
53 C -4.7332 3.1493 0.5523  0.0039
54 C -3.7849 3.7529 -0.2800  -0.0003
55 C -2.4598 3.3084 -0.2868  0.0048
56 C 0.6439 2.9246 -0.4626  0.0534
57 C 0.6083 2.9600 -1.8645  0.0508
58 C 1.4662 3.8142 -2.5705  0.0083
59 C 2.2858 4.7135 -1.8865  0.0072
60 C 2.2244 4.7728 -0.4918  0.0093
61 C 1.3670 3.9249 0.2146  0.0098
62 H 0.9192 0.6588 6.0618  0.0000
63 H -0.7637 -0.7679 4.8870  0.0000
64 H -1.2299 -0.4221 2.4878  0.0007
65 H 1.9138 2.5363 2.3213  0.0000
66 H 2.2744 2.2910 4.7489  0.0000
67 H -2.7073 0.9327 2.1381  0.0002
68 H -5.0635 1.6443 2.0579  -0.0001
69 H -5.7759 3.4800 0.5298  0.0002
70 H -4.0815 4.5742 -0.9350  -0.0001
71 H -1.7369 3.8129 -0.9345  0.0004
72 H -0.0594 2.3043 -2.4476  0.0224
73 H 1.4951 3.7687 -3.6606  0.0002
74 H 2.9643 5.3710 -2.4324  0.0004
75 H 2.8455 5.4863 0.0523  0.0007
76 H 1.2373 4.0647 1.2858  0.0004

Calculated values
Expectation value of S²: 2.0127
Total charge: +1
LUMO (spin up / spin down): -3.227 / -3.557 eV
Spin multiplicity: 3

***

2.
This record from the OMol25 dataset describes a molecular structure, C29H41CoGe2N8S. The level of theory is ωB97M-V/def2-TZVPD.

Each line ends with the Löwdin spin population.
Geometry (Å):
1 Co -0.8712 -0.3680 -1.1698  0.8918
2 C 1.7269 -3.5401 -2.6358  -0.0008
3 C 0.9235 -2.3064 -2.4094  -0.0018
4 N -0.1891 -2.2620 -1.7721  -0.0181
5 N -0.8118 -3.3851 -1.3256  -0.0011
6 C -2.0712 -3.2462 -0.8726  -0.0027
7 N -2.7750 -4.3200 -0.5811  0.0021
8 S -2.7250 -1.6844 -0.6641  -0.0438
9 C 1.2997 -1.0042 -2.9915  -0.0021
10 C 2.3434 -0.8652 -3.8869  0.0000
11 C 2.5462 0.3620 -4.5101  -0.0041
12 C 1.7001 1.4112 -4.2029  0.0012
13 C 0.6892 1.1992 -3.2752  -0.0030
14 N 0.4828 0.0255 -2.6798  -0.0013
15 H 1.5504 -4.2862 -1.8618  -0.0001
16 H 2.7901 -3.3096 -2.6266  -0.0001
17 H 1.4910 -3.9801 -3.6096  -0.0001
18 H -0.4183 -4.2974 -1.5201  -0.0001
19 H -2.4336 -5.2604 -0.7239  -0.0002
20 H -3.7323 -4.2221 -0.2731  -0.0007
21 H 2.9789 -1.7069 -4.1223  0.0000
22 H 3.3437 0.4885 -5.2301  -0.0002
23 H 1.8076 2.3794 -4.6714  0.0002
24 H 0.0139 2.0028 -3.0205  0.0001
25 C 1.9635 3.1168 1.0826  0.0280
26 Ge 2.6799 1.2985 1.0106  0.1332
27 C 3.5641 0.9679 -0.7110  0.0295
28 C 3.6099 0.7841 2.6461  0.0323
29 Ge 0.4472 -0.5056 0.9277  0.0328
30 C -0.5757 -0.1364 2.5635  -0.0057
31 C -1.6525 -0.9685 2.8887  -0.0017
32 C -2.3577 -0.7620 4.0645  0.0010
33 C -2.0162 0.2928 4.9023  -0.0101
34 C -0.9642 1.1357 4.5724  -0.0015
35 C -0.2464 0.9261 3.4032  -0.0069
36 C 1.3615 -2.2346 1.1299  -0.0028
37 C 0.6264 -3.3306 1.5981  0.0002
38 C 1.2306 -4.5741 1.7210  0.0011
39 C 2.5630 -4.7399 1.3619  -0.0044
40 C 3.2971 -3.6601 0.8871  -0.0010
41 C 2.6975 -2.4139 0.7677  -0.0024
42 H 2.8120 3.7368 1.3878  0.0062
43 H 1.1721 3.2418 1.8191  0.0004
44 H 1.6133 3.4607 0.1120  -0.0002
45 H 4.1897 1.8467 -0.8891  0.0059
46 H 2.8439 0.8859 -1.5245  0.0007
47 H 4.2019 0.0870 -0.6977  0.0000
48 H 4.5513 1.3415 2.6159  0.0076
49 H 3.8273 -0.2786 2.7184  0.0000
50 H 3.0389 1.0980 3.5178  -0.0002
51 H -1.9543 -1.7728 2.2294  0.0006
52 H -3.1742 -1.4225 4.3246  0.0002
53 H -2.5789 0.4639 5.8102  -0.0006
54 H -0.7033 1.9613 5.2212  -0.0001
55 H 0.5812 1.5854 3.1659  0.0009
56 H -0.4048 -3.2133 1.9102  0.0003
57 H 0.6695 -5.4079 2.1241  0.0001
58 H 3.0328 -5.7096 1.4613  -0.0003
59 H 4.3370 -3.7850 0.6149  -0.0001
60 H 3.2905 -1.5805 0.4121  0.0009
61 C -0.9368 2.4754 -0.3153  -0.0056
62 N -1.5854 3.7205 -0.0238  -0.0026
63 C -2.5923 3.5010 1.0258  -0.0003
64 N -3.5890 2.5310 0.5740  -0.0021
65 C -2.9525 1.2790 0.2883  0.0004
66 N -1.9016 1.4267 -0.7981  -0.0418
67 C -2.6225 1.9893 -2.0039  -0.0006
68 N -3.2532 3.2368 -1.6896  -0.0046
69 C -2.2621 4.2110 -1.2345  -0.0004
70 C -4.2496 3.0412 -0.6323  -0.0004
71 H -0.4566 2.1014 0.5909  -0.0008
72 H -0.1756 2.6320 -1.0841  -0.0006
73 H -3.0801 4.4444 1.2623  -0.0002
74 H -2.1011 3.1211 1.9246  0.0000
75 H -3.7021 0.5623 -0.0486  0.0002
76 H -2.4689 0.9004 1.1890  0.0003
77 H -3.3723 1.2627 -2.3225  0.0003
78 H -1.9091 2.1389 -2.8153  0.0001
79 H -2.7589 5.1519 -1.0068  -0.0001
80 H -1.5263 4.3890 -2.0213  0.0000
81 H -5.0092 2.3332 -0.9650  0.0000
82 H -4.7289 3.9918 -0.4077  -0.0002

Calculated values
Expectation value of S²: 1.0020
Total charge: +3
Energy relative to the best compared isomer or geometry (same formula, charge and spin): 123.55 kJ/mol
LUMO (spin up / spin down): -10.849 / -11.098 eV
Spin multiplicity: 2

***

3.
This record from the OMol25 dataset describes a molecular structure, C29H41F5HgN4S3SbSi3. The level of theory is ωB97M-V/def2-TZVPD.

Each line ends with the Löwdin spin population.
Geometry (Å):
1 Hg -0.9465 -0.4272 1.4150  0.4621
2 C 3.9972 1.4231 1.2499  -0.0013
3 C 4.6827 0.2334 1.4335  0.0006
4 C 3.9905 -0.9647 1.3725  -0.0008
5 C 2.6173 -0.9493 1.1014  0.0030
6 N 1.9680 0.2037 0.9451  0.0066
7 C 2.6297 1.3537 1.0212  0.0022
8 C 1.8212 -2.2031 0.9422  0.0179
9 C 2.4958 -3.3856 0.6137  0.0080
10 C 1.8086 -4.5744 0.4304  -0.0065
11 C 0.4272 -4.5877 0.5685  0.0064
12 C -0.2491 -3.4121 0.8709  0.0122
13 C 0.4241 -2.2027 1.0615  0.2021
14 H 4.4902 2.3840 1.3093  -0.0001
15 H 5.7474 0.2348 1.6390  0.0001
16 H 4.5095 -1.8987 1.5379  0.0000
17 H 2.0296 2.2506 0.8937  0.0000
18 H 3.5689 -3.3759 0.4597  0.0017
19 H 2.3483 -5.4763 0.1645  -0.0005
20 H -0.1304 -5.5072 0.4255  0.0013
21 H -1.3332 -3.4311 0.9421  0.0012
22 F -4.8432 -1.9992 6.4662  0.0003
23 C -4.5801 -2.0000 5.1454  0.0011
24 C -3.9817 -3.0910 4.5471  0.0003
25 F -3.6553 -4.1598 5.2996  0.0001
26 C -3.7114 -3.0804 3.1937  0.0013
27 F -3.1207 -4.1813 2.6898  0.0010
28 C -4.0152 -2.0025 2.3560  0.0128
29 S -3.6550 -1.9818 0.6582  0.0743
30 C -4.6199 -0.9198 3.0075  0.0040
31 F -4.9667 0.1719 2.3114  0.0051
32 C -4.8969 -0.9073 4.3606  -0.0001
33 F -5.4843 0.1619 4.9273  -0.0001
34 C -1.2266 4.4841 -2.2475  0.0002
35 Si 0.1833 3.3793 -2.8087  0.0057
36 C 0.2368 3.3908 -4.6969  0.0026
37 C 1.8015 4.1167 -2.2031  0.0003
38 Sb -0.1145 1.1336 -1.6378  0.0555
39 Si 1.3068 -0.3867 -3.1101  0.0067
40 C 3.1054 -0.0201 -2.6842  0.0004
41 C 0.9565 -2.1763 -2.6764  0.0001
42 C 1.1182 -0.2111 -4.9819  0.0029
43 Si -2.4525 0.5756 -2.5245  0.0044
44 C -2.8355 1.2699 -4.2405  -0.0003
45 C -2.6576 -1.2838 -2.6379  -0.0001
46 C -3.6604 1.3118 -1.3026  0.0068
47 H -1.0738 5.5032 -2.6159  0.0001
48 H -1.2552 4.5183 -1.1555  0.0000
49 H -2.2009 4.1355 -2.5995  0.0000
50 H 0.2552 4.4259 -5.0542  0.0005
51 H -0.6183 2.8864 -5.1463  0.0001
52 H 1.1443 2.8997 -5.0520  0.0000
53 H 1.9685 5.1111 -2.6280  0.0001
54 H 2.6503 3.4828 -2.4727  0.0000
55 H 1.7714 4.2067 -1.1143  0.0001
56 H 3.2910 -0.2037 -1.6220  0.0000
57 H 3.3532 1.0244 -2.8888  0.0000
58 H 3.7834 -0.6529 -3.2657  0.0001
59 H 0.9019 -2.3255 -1.5959  -0.0001
60 H 1.7559 -2.8152 -3.0662  0.0000
61 H 0.0121 -2.5148 -3.1050  0.0000
62 H 1.5121 0.7412 -5.3376  0.0000
63 H 0.0700 -0.2732 -5.2813  0.0001
64 H 1.6633 -1.0156 -5.4867  0.0006
65 H -2.1192 0.9014 -4.9790  0.0000
66 H -2.8122 2.3616 -4.2612  0.0000
67 H -3.8358 0.9476 -4.5472  -0.0001
68 H -2.1410 -1.6648 -3.5239  0.0000
69 H -3.7183 -1.5356 -2.7231  0.0002
70 H -2.2713 -1.7960 -1.7555  -0.0003
71 H -3.4831 2.3827 -1.1681  -0.0001
72 H -3.5543 0.8181 -0.3337  0.0104
73 H -4.6907 1.1668 -1.6393  0.0002
74 S 0.4558 4.4335 1.3692  0.0067
75 C 1.1138 3.9988 2.8281  0.0009
76 N 1.5686 3.6684 3.8519  0.0000
77 C 2.5038 0.6656 4.3962  0.0001
78 N 1.0637 0.6121 4.4938  0.0015
79 C 0.3517 -0.5171 4.5331  0.0167
80 N 1.0402 -1.6670 4.3697  0.0043
81 S -1.3182 -0.5536 4.7519  0.0556
82 H 2.7808 1.7129 4.3166  0.0000
83 H 2.8677 0.1412 3.5087  0.0000
84 H 2.9731 0.2287 5.2860  0.0000
85 H 0.5661 1.4875 4.4940  0.0006
86 H 2.0343 -1.6892 4.2349  0.0001
87 H 0.5121 -2.5198 4.3757  0.0001

Calculated values
Expectation value of S²: 0.7580
Total charge: -2
Energy relative to the best compared isomer or geometry (same formula, charge and spin): 0.00 kJ/mol
LUMO (spin up / spin down): 4.177 / 4.159 eV
Spin multiplicity: 2

***

The evaluated max |F| for the records listed, in turn: 2.72, 2.05, 0.36 eV/Å.